Entry from the Open Molecules 2025 dataset: a cluster of 7 separate species, C42H105N7O14 in total in a non-equilibrium geometry (ωB97M-V/def2-TZVPD).

Values from the calculation:
F_max in hartree/bohr: 0.0661
Energy above the lowest of the compared OMol25 structures with the same formula, charge and spin in kJ/mol: 333.8
HOMO in eV: -8.230
Kohn-Sham gap in eV: 8.70
SMILES: COCCNCCOC.COCCNCCOC.COCCNCCOC.COCCNCCOC.COCCNCCOC.COCCNCCOC.COCCNCCOC
LUMO in Ha: 0.0172

Last column: Löwdin charge in e.
CARTESIAN COORDINATES (ANGSTROEM)
C (-3.3829, 5.4483, -0.7352)  -0.11
O (-3.9033, 5.6351, -2.0321)  -0.19
C (-3.4139, 6.8157, -2.6242)  -0.23
C (-4.0832, 6.9770, -4.0063)  -0.20
N (-5.5315, 7.1772, -3.7881)  -0.05
C (-6.2673, 7.0580, -5.0551)  -0.21
C (-6.1189, 8.3203, -5.8954)  -0.23
O (-6.8368, 8.2454, -7.1076)  -0.19
C (-8.1017, 8.8578, -7.0705)  -0.11
H (-2.3332, 5.1488, -0.7920)  0.09
H (-3.9025, 4.6064, -0.2692)  0.08
H (-3.6069, 6.2789, -0.0613)  0.09
H (-2.3599, 6.6773, -2.8994)  0.12
H (-3.5640, 7.7057, -2.0107)  0.12
H (-3.9011, 6.0153, -4.5024)  0.11
H (-3.5939, 7.7967, -4.5262)  0.11
H (-5.7788, 6.3903, -3.1976)  0.10
H (-7.3153, 6.9942, -4.7569)  0.12
H (-5.8230, 6.2524, -5.6495)  0.09
H (-5.0457, 8.4739, -6.0175)  0.11
H (-6.4585, 9.1772, -5.3044)  0.12
H (-8.0472, 9.9476, -7.0157)  0.09
H (-8.6525, 8.4002, -6.2393)  0.09
H (-8.6784, 8.5866, -7.9551)  0.09
C (-5.9373, 3.4888, -10.4838)  -0.10
O (-7.0019, 4.2809, -9.9995)  -0.20
C (-7.6499, 3.9109, -8.8087)  -0.22
C (-6.7893, 4.1605, -7.5593)  -0.20
N (-6.0970, 2.9293, -7.1483)  -0.07
C (-5.4551, 3.0983, -5.8575)  -0.23
C (-4.9365, 1.8109, -5.3100)  -0.21
O (-4.6878, 1.9411, -3.9159)  -0.21
C (-3.4051, 1.6671, -3.4097)  -0.11
H (-5.1848, 3.5151, -9.6863)  0.08
H (-5.5722, 3.9383, -11.4024)  0.08
H (-6.2195, 2.4424, -10.6400)  0.09
H (-8.0504, 2.8879, -8.7978)  0.12
H (-8.5943, 4.4552, -8.7679)  0.12
H (-7.5358, 4.3948, -6.7817)  0.11
H (-6.1092, 5.0086, -7.5413)  0.11
H (-6.7820, 2.1876, -7.0772)  0.11
H (-6.2360, 3.4110, -5.1397)  0.12
H (-4.7150, 3.9002, -5.8233)  0.12
H (-4.0075, 1.5557, -5.8351)  0.13
H (-5.6551, 0.9842, -5.3137)  0.12
H (-2.7384, 2.5163, -3.6101)  0.09
H (-2.9372, 0.7787, -3.8441)  0.08
H (-3.3780, 1.5918, -2.3233)  0.07
C (3.2957, -2.0526, -2.6887)  -0.09
O (3.4433, -1.1367, -1.6081)  -0.22
C (4.3791, -0.1057, -1.8042)  -0.24
C (4.4866, 0.8665, -0.6162)  -0.18
N (3.3338, 1.6708, -0.2232)  -0.06
C (3.0780, 2.8658, -1.0563)  -0.17
C (2.5679, 2.7189, -2.5008)  -0.19
O (1.2009, 2.2847, -2.6387)  -0.19
C (0.9505, 0.9223, -2.2960)  -0.08
H (4.1800, -2.6973, -2.6338)  0.09
H (3.1866, -1.6208, -3.6852)  0.09
H (2.3936, -2.5807, -2.3815)  0.09
H (4.3024, 0.4736, -2.7278)  0.11
H (5.3609, -0.6037, -1.7857)  0.09
H (5.3141, 1.5254, -0.8825)  0.12
H (4.7701, 0.2221, 0.2209)  0.09
H (2.5165, 1.0998, -0.0964)  0.05
H (3.9571, 3.5110, -1.0674)  0.12
H (2.2816, 3.3130, -0.4561)  0.11
H (3.2304, 2.3488, -3.2817)  0.11
H (2.4843, 3.7945, -2.6987)  0.12
H (1.4763, 0.2785, -3.0065)  0.08
H (-0.1104, 0.6827, -2.3325)  0.09
H (1.3192, 0.7944, -1.2860)  0.05
C (-3.3818, 0.3692, 0.3429)  -0.13
O (-2.0914, 0.8815, 0.2089)  -0.21
C (-1.7470, 1.9183, 1.1305)  -0.18
C (-0.2507, 2.1734, 0.9622)  -0.22
N (0.6504, 1.3905, 1.7691)  -0.05
C (0.4187, -0.0569, 1.7971)  -0.19
C (1.5558, -0.9219, 2.3191)  -0.23
O (1.7570, -0.7333, 3.6969)  -0.17
C (2.7524, -1.5885, 4.2255)  -0.11
H (-3.3321, -0.4774, 1.0503)  0.09
H (-3.7972, -0.1372, -0.5260)  0.04
H (-4.1641, 1.0004, 0.7758)  0.10
H (-1.9464, 1.6467, 2.1690)  0.13
H (-2.2536, 2.8081, 0.7508)  0.11
H (-0.1353, 3.2510, 1.1186)  0.12
H (0.0506, 2.0611, -0.0881)  0.09
H (1.6093, 1.6865, 1.6644)  0.09
H (0.0939, -0.4198, 0.8142)  0.11
H (-0.4471, -0.1591, 2.4575)  0.12
H (2.4260, -0.7598, 1.6720)  0.12
H (1.1915, -1.9519, 2.2206)  0.12
H (2.7340, -2.5232, 3.6481)  0.07
H (2.4633, -2.0225, 5.1852)  0.08
H (3.7397, -1.1319, 4.2298)  0.09
C (8.9400, -4.9602, 6.0699)  -0.08
O (8.1569, -4.1084, 5.2317)  -0.19
C (6.8266, -4.5497, 5.1011)  -0.23
C (5.9952, -3.2540, 4.9190)  -0.22
N (6.2896, -2.5941, 3.6716)  -0.05
C (5.6908, -3.2033, 2.4607)  -0.19
C (5.9874, -2.2333, 1.3332)  -0.23
O (7.1692, -2.7379, 0.7136)  -0.17
C (7.4184, -2.2887, -0.5852)  -0.11
H (9.2588, -5.7675, 5.4082)  0.09
H (8.4485, -5.2185, 7.0088)  0.07
H (9.8246, -4.3883, 6.3564)  0.09
H (6.4941, -5.1129, 5.9788)  0.10
H (6.5912, -5.1764, 4.2328)  0.11
H (6.2592, -2.5894, 5.7477)  0.12
H (4.9190, -3.4150, 5.0291)  0.10
H (7.2897, -2.5354, 3.5118)  0.11
H (4.6042, -3.2580, 2.5833)  0.10
H (5.9812, -4.2154, 2.1700)  0.12
H (5.9991, -1.1717, 1.5985)  0.12
H (5.0790, -2.1660, 0.7056)  0.11
H (8.1649, -1.4829, -0.5822)  0.09
H (6.5117, -1.9319, -1.0864)  0.05
H (7.8247, -3.0811, -1.2208)  0.09
C (2.9864, -3.1501, 8.6341)  -0.09
O (4.3060, -3.1673, 9.1544)  -0.20
C (5.1015, -4.3018, 8.8952)  -0.22
C (6.1847, -4.4829, 9.9403)  -0.22
N (7.1871, -5.5172, 9.7098)  -0.05
C (6.8427, -6.7071, 10.4576)  -0.23
C (7.8029, -7.8825, 10.2757)  -0.19
O (9.0882, -7.5581, 10.8444)  -0.19
C (9.2286, -8.0219, 12.1547)  -0.15
H (2.3215, -3.5372, 9.4067)  0.09
H (2.9747, -3.6630, 7.6694)  0.08
H (2.7386, -2.1080, 8.4339)  0.09
H (5.4638, -4.2541, 7.8660)  0.11
H (4.4493, -5.1758, 9.0363)  0.12
H (5.7234, -4.3736, 10.9302)  0.12
H (6.8184, -3.5865, 10.0149)  0.12
H (8.1520, -5.2506, 9.8317)  0.11
H (5.9385, -7.0694, 9.9486)  0.12
H (6.6002, -6.5584, 11.5170)  0.12
H (8.1245, -7.9783, 9.2348)  0.12
H (7.3502, -8.8190, 10.6026)  0.12
H (10.2824, -8.0928, 12.4333)  0.08
H (8.8338, -9.0197, 12.3866)  0.08
H (8.7464, -7.3856, 12.9101)  0.08
C (-9.2821, -0.0755, -2.9945)  -0.11
O (-7.8881, 0.1311, -2.8485)  -0.18
C (-7.1988, -1.0470, -2.5597)  -0.24
C (-5.6913, -0.8719, -2.7731)  -0.16
N (-5.1336, -2.2280, -2.9368)  -0.06
C (-3.6914, -2.1918, -3.0254)  -0.22
C (-3.0743, -3.5015, -2.5241)  -0.21
O (-3.6304, -3.7967, -1.2458)  -0.22
C (-2.8137, -4.2878, -0.2195)  -0.11
H (-9.7591, 0.8747, -3.2373)  0.08
H (-9.6777, -0.4375, -2.0437)  0.09
H (-9.4768, -0.6954, -3.8743)  0.09
H (-7.6201, -1.9398, -3.0479)  0.12
H (-7.3675, -1.4724, -1.5510)  0.12
H (-5.1602, -0.4753, -1.9033)  0.09
H (-5.3797, -0.3895, -3.6960)  0.10
H (-5.3062, -2.7121, -2.0578)  0.10
H (-3.2701, -1.5498, -2.2286)  0.10
H (-3.2439, -1.8916, -3.9721)  0.12
H (-1.9837, -3.4662, -2.4992)  0.12
H (-3.3707, -4.3366, -3.1675)  0.12
H (-3.3630, -4.2629, 0.7235)  0.09
H (-1.9387, -3.6605, -0.0197)  0.08
H (-2.5679, -5.3349, -0.4166)  0.09

Atoms 1-2, force components in eV/Å:
-0.5172 -0.9130 0.1955
-0.2891 0.3523 0.3491